[1]
Here is a structure of composition C46H38N8O2S2Se2Zr in a non-equilibrium geometry from the Open Molecules 2025 dataset. Energies are from wB97M-V/def2-TZVPD.

Each line ends with the Mulliken charge.
Atoms and positions in Å:
C -3.0556 4.4652 2.6301  -0.82
H -1.8214 2.4290 -2.2750  0.36
C -0.5136 -4.0786 -3.2454  -0.63
H 2.4892 3.6143 -3.2952  0.62
C -2.0663 6.6429 2.4129  -0.80
C 0.5747 -2.6081 4.9383  -0.87
H 1.5473 -4.2985 0.9855  0.60
H 3.9794 -2.9594 -2.3107  0.50
C -1.9238 -1.9117 -2.4234  -0.39
C -1.7285 -4.2224 0.8410  -0.02
H -0.7388 -0.4254 -5.0265  0.52
C -2.7170 -0.0041 0.5088  -0.84
C 1.0689 4.2300 -1.2009  -0.50
N -1.5155 -0.0961 -0.0782  2.14
H -3.9932 2.7129 -1.0397  0.54
Se -3.2991 -1.3833 1.7427  0.18
N -0.7708 -2.1736 -1.7994  1.35
C 5.4047 -2.8954 -0.6989  -0.87
C 1.1052 2.3230 0.7683  0.39
N 1.7162 -2.3813 -0.9119  1.41
C 1.2415 -3.4884 -1.5914  -0.28
C -0.9718 -0.7112 3.7702  -0.06
H 0.0740 6.6990 2.3566  0.46
H -3.3514 -2.3893 -3.9358  0.64
O 2.5192 -3.6858 3.2033  -0.59
C -0.8053 6.0618 2.4041  -0.28
C 3.0657 -2.4850 -0.4327  0.32
H 1.3979 4.9615 -1.9308  0.64
C 0.8527 2.3015 -3.7790  0.86
H -3.9357 3.8431 2.7495  0.45
C -0.9831 -6.4584 1.2753  -0.56
C -3.1945 5.8447 2.5269  -0.47
C 5.5893 -2.7042 0.6657  -0.77
H 1.2586 -3.3456 5.3368  0.60
H -1.7870 3.7164 -5.3822  0.44
N -0.4571 -3.7429 0.8482  1.47
H 1.1611 -6.6446 1.4020  0.58
C -3.2972 1.9267 -0.7734  -1.26
C -1.7078 -3.7876 -3.8816  -0.97
H -4.5759 1.0280 0.7100  0.65
C -1.1142 -0.9441 5.1231  -1.43
H -2.1643 7.7185 2.3494  0.41
H -1.1975 -7.5045 1.4565  0.46
C 3.2517 -2.2818 0.9234  0.64
H 2.5922 4.7773 0.2165  0.26
N 2.0627 -1.9973 1.6758  0.83
C 0.3119 -5.9910 1.2559  -1.23
N 1.1059 3.5923 1.1261  0.27
H -2.2830 1.3347 -5.8444  0.44
C 4.5131 -2.4036 1.4848  -0.64
C -1.2494 0.7629 -1.0770  -1.19
H -1.6876 2.8067 2.6957  0.44
C 0.5301 -4.6494 1.0369  0.15
H -3.0495 -5.8732 1.0582  0.54
C -0.0090 3.2855 -4.2622  -0.28
H -1.5471 0.0711 3.2972  0.61
C -3.6218 0.9997 0.2040  -1.01
H 1.4589 4.8425 2.7354  0.56
C 0.5803 0.9630 -4.0617  -0.46
H 1.0210 5.5614 0.4609  0.47
C -1.1370 2.9398 -4.9952  -0.77
H 0.8285 3.2524 3.1713  0.72
C -0.5479 0.6175 -4.7961  -0.37
N 1.6722 2.9304 -1.5226  0.16
H 6.5771 -2.8050 1.0991  0.45
H 2.8101 1.9133 -2.9568  0.67
H -0.4738 -2.1770 6.7674  0.47
H -0.3213 0.6129 -1.6029  1.06
H 4.6479 -2.2628 2.5486  0.54
C -1.7955 3.8833 2.6104  0.38
C -2.4158 -2.6686 -3.4683  -1.14
C 0.7284 4.0761 2.4734  -1.96
C -0.3602 -1.9463 5.7156  -0.58
C -2.0173 -5.5543 1.0594  -0.89
H -0.0201 4.1618 -1.2448  0.17
C 1.6529 1.9772 -0.6119  -0.22
C -2.0968 1.7833 -1.4492  -0.35
O 1.7716 -4.5688 -1.6948  -0.60
C 4.1399 -2.7916 -1.2527  -0.65
H -2.4871 -1.0556 -2.0835  0.51
Zr 0.3819 -1.5645 0.5028  -1.90
C 2.0502 2.6867 -2.9346  -1.95
S 0.6288 1.0764 1.7765  0.06
H 1.2667 0.1938 -3.7270  0.57
H -4.1797 6.2934 2.5557  0.41
H -2.0772 -4.4131 -4.6852  0.51
H 0.2135 4.3355 -4.0931  0.43
C -0.6570 4.6807 2.4971  0.45
H 6.2485 -3.1341 -1.3341  0.45
C 1.8551 -2.7557 2.8150  0.04
H -1.8108 -0.3454 5.6958  0.51
H 0.1040 -4.9261 -3.5130  0.67
C -1.4129 1.6028 -5.2565  -0.63
C 0.6790 -2.2700 3.6052  0.05
Se -3.2952 -3.2020 0.3523  0.09
S 2.2138 0.4333 -0.8682  0.00
N -0.1291 -1.3955 2.9896  0.92
C 1.5093 4.6331 0.1752  -0.89
C -0.0842 -3.2368 -2.2386  0.01

Results
calculated total energy = -217970.8899 eV
frontier orbital gap = 6.545 eV
multiplicity = 1
LUMO level = -6.0 eV
net charge = +2
highest occupied orbital energy = -12.6 eV



[2]
Here is a cluster of 40 separate species, H80O40 in total in a non-equilibrium geometry from the Open Molecules 2025 dataset. Energies are from wB97M-V/def2-TZVPD.

Each line ends with the Mulliken charge.
Atoms and positions in Å:
H -4.7727 -2.3872 3.4906  0.27
O 3.1447 -3.6544 -2.7368  -0.56
O 3.8468 -0.9554 -2.0118  -0.72
H -0.3226 -2.7343 -2.8929  0.22
H 2.1590 2.0918 3.5848  0.29
H 1.5322 1.1899 -2.9975  0.18
H -0.0366 1.0716 1.6207  -0.36
H -1.1845 0.9613 2.4492  0.41
H 2.5581 -5.9083 -0.6701  0.28
H 3.1979 -0.2367 -1.8186  0.30
H 0.1907 0.4832 -4.8959  0.23
H 0.2557 -5.0510 0.8554  0.28
H 4.1160 -2.1261 2.9487  0.21
O -4.0702 3.7902 -3.4795  -0.64
O -0.0926 5.7226 -2.2104  -0.71
O 1.6008 2.5358 -4.5076  -0.56
H -3.4923 1.0664 5.0378  0.29
H 0.9842 3.0937 3.8254  0.31
H -1.2980 0.2191 -4.7932  0.37
H 2.5354 2.6063 -4.7151  0.25
H 0.8097 -2.9369 1.5242  -0.27
H 1.4666 3.1206 -3.7606  0.36
O -2.7379 4.2239 -1.3121  -0.76
H -3.3428 -3.6642 1.8864  0.30
H -0.7540 4.3298 0.9898  0.08
O -1.2365 -2.6823 -4.5745  -0.68
O -4.0719 -4.1108 -1.6659  -0.62
O 1.9395 2.9341 3.9509  -0.71
O 0.5396 -3.3721 3.6673  -0.58
O 2.2060 -5.0933 -1.0238  -0.53
H -1.1712 5.7580 1.3247  0.23
H -3.1441 -0.4135 2.0485  0.13
H 0.3459 3.0516 0.6149  -0.16
O 4.0424 -3.2938 -0.0656  -0.53
H -2.1450 3.5790 -1.7493  0.53
H 0.8750 -2.4918 3.4989  0.24
O 2.2277 3.4778 -2.1121  -0.82
O -3.1661 -3.4675 0.8744  -0.70
H 2.8110 -1.5871 2.6386  0.29
H -4.4138 -0.2844 5.0017  0.29
O -0.2328 -2.3024 -2.0246  -0.55
H -0.5477 -6.0768 1.7782  0.29
H -1.9977 -0.3456 -2.6507  0.24
H 2.2304 4.4413 -2.2883  0.41
O -0.8241 5.2115 0.6106  -0.52
O -4.1217 0.5367 4.5856  -0.57
H -4.1679 1.3383 -0.3152  0.25
O 0.2941 2.9398 -0.3132  1.55
H -0.2410 1.0486 4.3566  0.23
O 2.2535 4.6928 0.0026  -0.55
O -4.2378 -1.9975 4.1743  -0.66
O 2.2325 1.6537 0.4111  -0.48
H 6.0690 -1.0559 2.4796  0.28
H 2.2864 -4.2474 -0.5700  0.22
H -3.7819 2.7154 -0.9214  0.33
H 2.5506 1.0595 5.3589  0.31
O 3.4988 -1.5015 3.3036  -0.52
O 1.4753 0.2660 -2.8717  -0.12
H 1.5791 3.4089 -1.3524  0.14
O -4.0313 2.2519 -0.1086  -0.54
H 2.0712 3.9644 0.5721  0.17
H 1.9294 -2.1877 -4.5392  0.11
H -0.4316 2.7651 -2.3260  0.08
O 2.6425 -3.7570 1.7059  -0.45
O -0.5060 -0.1705 -5.2236  -0.74
H -5.9320 1.9583 -2.2362  0.34
H 2.1400 -1.4972 -5.8945  0.31
O 5.7268 -0.8351 1.6282  -0.52
O 2.4093 -1.4956 -4.9864  -0.61
H 0.0450 4.7517 -2.2468  0.28
H 0.1628 -3.3031 4.5482  0.29
H -1.0720 0.2755 -0.3949  0.01
H -3.7791 4.6855 -3.4819  0.36
O 0.1138 -3.3273 1.0322  0.84
O -0.0134 -5.9644 1.0175  -0.68
H 3.1234 -2.6434 -2.9198  0.33
H -0.2822 -2.4952 -4.7313  0.28
O -0.7390 3.0511 -3.1582  -0.64
H -1.3881 -2.9210 2.6091  0.26
O -0.1539 0.0580 -0.1666  1.24
O -0.7180 1.5695 5.0407  -0.65
H -1.9991 -3.4074 3.9169  0.16
H -0.0110 -2.6367 0.3936  -0.16
H 1.8422 -0.2289 -3.6114  0.23
O -1.6160 0.4887 -2.9129  -0.22
H 2.5646 -4.7477 1.7789  0.24
H -0.2095 -0.7870 -0.6359  -0.79
O -1.2443 3.5562 3.6773  -0.53
H -2.0657 4.5710 -0.6633  0.31
H -3.1533 1.0828 2.2206  0.24
O -0.1721 1.1354 2.6001  -0.03
O -2.6830 0.3459 1.7169  -0.49
H -0.2570 5.8805 -1.2353  0.42
H 1.6386 0.8993 0.2397  -0.14
H -1.4827 4.4385 3.9375  0.19
H -0.4801 2.6351 -3.9584  0.30
O 2.0629 0.2523 5.1739  -0.54
H 2.9339 1.4159 1.0807  0.24
O -6.3160 1.1172 -1.7708  -0.63
H 0.0357 2.0139 -0.4082  -0.32
H -3.2879 -1.9128 3.8731  0.43
H 4.1730 -3.9955 -0.7775  0.33
H 2.6247 -4.1438 -3.3786  0.29
H -3.6647 -3.5448 -1.0020  0.41
H 2.6548 -0.4464 4.9664  0.25
H -2.2090 -3.4669 0.8597  0.27
H -1.5811 -1.8449 -4.9264  0.37
O -2.1998 -2.8901 3.1391  -0.53
H -3.2950 3.2996 -3.2175  0.21
H 3.5298 -3.7106 2.1804  0.17
H 0.1218 1.6910 5.5784  0.40
H -0.7255 0.3494 -2.5710  -0.02
H 3.8092 -2.5462 -0.7112  0.28
H 6.3162 -0.9553 0.9068  0.28
H 0.6856 -2.4526 -1.7696  0.13
H -5.7024 0.6400 -2.3222  0.29
H -4.5666 -4.7170 -1.1275  0.27
H 3.1312 4.9927 -0.1250  0.26
H -0.9399 2.9920 4.4237  0.36
H 4.1709 -0.7372 -2.8721  0.27

Results
calculated total energy = -83195.9334 eV
frontier orbital gap = 9.419 eV
multiplicity = 1
energy relative to the best compared isomer or geometry (same formula, charge and spin) = 953.5 kJ/mol
LUMO level = -0.7 eV
highest occupied orbital energy = -10.1 eV



Which of these has the highest calculated total energy? H80O40



Look up the LUMO level of the first one. -6.0 eV



multiplicity of number 1 (C46H38N8O2S2Se2Zr)? 1